No. 1
{
  "formula": "C41H35CdGeN4S3Te",
  "method": "wB97M-V/def2-TZVPD",
  "total_charge": -2,
  "orbital_gap_ev": [5.42, 6.05],
  "homo_ev": [-1.436, -2.154],
  "spin_multiplicity": 2,
  "total_energy_ev": -149927.118,
  "e_lumo_ev": [3.99, 3.90],
  "symbols": ["C", "C", "C", "H", "H", "H", "C", "N", "C", "H", "C", "C", "H", "C", "C", "C", "C", "H", "C", "C", "C", "H", "H", "H", "C", "H", "C", "N", "C", "C", "H", "C", "H", "C", "Ge", "H", "C", "H", "H", "C", "C", "C", "S", "H", "H", "C", "H", "C", "C", "C", "H", "H", "N", "H", "C", "H", "H", "C", "H", "C", "H", "C", "Cd", "C", "H", "C", "H", "H", "S", "N", "C", "C", "C", "C", "C", "H", "H", "S", "H", "H", "C", "H", "H", "Te", "C", "H"],
  "positions_angstrom": [[3.48784, 3.51199, 2.39467], [-1.12811, 3.59759, 3.66025], [0.18495, -3.76500, -0.68353], [6.25435, -1.76717, 3.02373], [3.82677, 0.01547, 6.06295], [4.37490, 5.29145, 3.20179], [3.47968, -0.31992, -1.09632], [-0.05113, 1.54706, -1.19429], [-6.00223, -2.02754, -1.19516], [2.86171, -1.16218, -0.80016], [-2.45056, 1.37146, -0.80600], [3.49592, 0.18779, 2.68406], [-1.66856, -0.67673, -3.13050], [0.62707, -3.70525, 0.60921], [1.39573, 3.79114, 1.27791], [4.30158, 1.89632, -0.75801], [-2.16471, 4.40440, 4.20138], [0.54347, 3.37873, 0.75298], [3.48620, 0.84758, -0.33672], [3.53689, 4.87531, 2.65394], [-1.47451, 2.28139, 3.52498], [4.29337, 2.87556, 2.74436], [-2.06760, 5.46526, 4.38128], [-4.45570, 0.30984, -3.94887], [-0.27291, -5.02355, -1.20252], [-6.91308, -2.58893, -1.36327], [-4.20698, -1.34351, 0.27320], [-2.42396, 0.10192, -0.60451], [5.05726, 0.61800, -2.64908], [-5.38512, -2.04399, 0.04269], [2.55020, 6.76602, 2.41332], [5.08156, 1.78529, -1.90014], [1.81816, 2.26750, -1.84908], [0.78014, 2.48941, -1.66515], [2.33931, 1.01272, 1.29617], [-1.92416, -2.70843, 0.85168], [2.51540, 5.70158, 2.21287], [5.70298, 2.61755, -2.21076], [-3.26082, -3.61480, 1.55159], [4.59625, -0.59366, 2.34407], [-2.65826, -2.71246, 1.66303], [5.14526, -0.93371, 4.65926], [0.10836, -2.44065, -1.80514], [2.37663, 0.97901, 4.33374], [4.82184, -0.78077, 1.30111], [-1.20841, 3.48148, -1.46337], [-2.91649, -0.58393, 1.79607], [-3.29504, 3.69783, 4.47379], [2.41798, 2.94735, 1.70458], [-5.43157, -1.29438, -2.22135], [-5.89884, -1.27567, -3.19943], [-2.13688, -0.08766, -4.73007], [0.58787, -5.84742, 2.06121], [-5.81182, -2.61750, 0.85741], [-1.27390, 2.14634, -1.06054], [4.31800, 2.82318, -0.19726], [5.65562, 0.53382, -3.54845], [-4.26027, -0.57158, -2.03177], [-3.41002, 1.89891, -0.90035], [1.44586, 5.15557, 1.51900], [-2.78117, -1.61576, -4.10154], [4.25402, -0.43573, -2.24208], [0.09483, -0.47184, -0.12937], [-3.64530, -0.59773, -0.77144], [-2.03171, 4.17773, -1.48132], [3.23912, 0.39175, 4.03880], [0.63998, 5.78888, 1.17126], [-3.31569, 1.15553, -2.92492], [1.23615, -2.29156, 1.41381], [-0.62510, -6.02250, -1.65513], [-3.53234, -1.46272, 1.60717], [-2.49402, -0.59869, -3.83510], [5.41191, -1.15212, 3.31758], [0.59614, -4.90227, 1.40250], [4.05418, -0.15543, 5.01714], [-4.29553, -1.49895, 2.39196], [-4.21853, 4.05737, 4.88870], [-3.09106, 2.04529, 4.06160], [-2.10289, -2.76700, 2.59854], [4.21515, -1.35087, -2.81913], [-3.66135, 0.15819, -3.21041], [0.55277, 4.61540, -2.21849], [-0.15804, 3.97088, 3.38457], [-0.34614, 0.62958, 2.80883], [0.11621, 3.70134, -1.85368], [5.77632, -1.37583, 5.42198]],
  "atomic_forces_ev_per_a": [[0.1, 0.0, 0.1], [0.0, -0.1, 0.1], [0.1, 0.0, 0.1], [0.0, 0.0, 0.0], [0.0, 0.0, 0.0], [0.0, 0.0, 0.0], [0.0, -0.1, 0.0], [0.0, -0.1, 0.1], [0.0, 0.0, 0.0], [0.0, 0.0, 0.0], [0.1, -0.1, 0.0], [-0.1, 0.1, 0.0], [0.0, 0.0, 0.0], [0.0, -0.1, -0.2], [0.0, 0.0, 0.0], [0.0, 0.1, 0.0], [0.0, 0.0, 0.0], [-0.1, 0.0, 0.0], [-0.1, 0.0, 0.1], [0.1, 0.0, 0.1], [0.1, 0.0, -0.2], [0.0, 0.0, 0.0], [0.0, 0.1, 0.0], [0.0, 0.0, 0.0], [0.1, 0.1, 0.0], [0.0, 0.0, 0.0], [0.0, 0.0, -0.1], [0.0, 0.1, 0.1], [0.0, 0.0, -0.1], [0.0, 0.0, 0.0], [0.0, 0.0, 0.0], [0.0, 0.1, 0.0], [0.1, 0.0, 0.0], [0.1, -0.1, -0.1], [0.3, 0.0, 0.2], [-0.1, 0.0, 0.0], [0.0, 0.1, 0.0], [0.0, 0.0, 0.0], [0.0, -0.1, 0.0], [0.0, -0.1, -0.1], [0.2, 0.0, -0.1], [0.0, 0.0, 0.1], [0.0, 0.1, -0.1], [0.0, 0.0, 0.0], [0.0, 0.0, 0.0], [0.0, 0.0, 0.0], [0.0, 0.0, 0.0], [0.0, -0.1, 0.0], [0.0, -0.1, -0.1], [-0.1, 0.0, 0.0], [0.0, 0.0, 0.0], [0.0, 0.0, 0.0], [0.0, -0.1, 0.0], [0.0, 0.0, 0.0], [-0.2, -0.1, 0.0], [0.0, 0.0, 0.0], [0.0, 0.0, 0.0], [-0.1, 0.0, -0.1], [0.1, 0.0, 0.1], [0.0, 0.0, 0.0], [0.0, 0.0, 0.0], [0.0, 0.0, 0.0], [-0.3, -0.1, -0.1], [0.1, 0.1, 0.2], [-0.1, 0.1, 0.0], [-0.1, 0.1, 0.0], [-0.1, 0.0, 0.0], [-0.1, -0.1, -0.2], [-0.1, 0.1, 0.0], [0.0, -0.1, 0.0], [0.0, 0.1, 0.1], [0.0, 0.0, 0.0], [0.1, -0.1, 0.0], [0.0, 0.1, 0.0], [0.0, 0.0, 0.1], [0.0, 0.0, 0.0], [-0.1, 0.1, 0.1], [0.0, 0.0, 0.0], [0.0, 0.0, 0.1], [0.0, 0.0, 0.0], [0.0, 0.2, -0.1], [0.0, 0.1, 0.0], [0.2, 0.1, 0.0], [-0.1, -0.1, 0.2], [-0.1, 0.0, -0.1], [0.0, 0.0, 0.0]]
}

***

No. 2
{
  "formula": "C41H35ClOPPbSi",
  "method": "wB97M-V/def2-TZVPD",
  "total_charge": 1,
  "orbital_gap_ev": [6.12, 5.24],
  "homo_ev": [-10.579, -10.575],
  "total_energy_ev": -80062.769,
  "e_above_lowest_kj_mol": 29.5,
  "e_lumo_ev": [-4.45, -5.34],
  "symbols": ["C", "H", "C", "C", "C", "C", "H", "C", "C", "H", "C", "H", "C", "C", "H", "H", "H", "H", "H", "C", "H", "C", "H", "C", "C", "Cl", "C", "H", "H", "H", "C", "C", "C", "H", "C", "H", "C", "H", "H", "C", "H", "P", "H", "C", "C", "C", "H", "H", "C", "H", "H", "C", "C", "C", "H", "Si", "C", "H", "O", "Pb", "H", "H", "C", "C", "H", "C", "H", "C", "H", "H", "C", "C", "C", "H", "C", "C", "H", "C", "H", "C", "C"],
  "positions_angstrom": [[0.99877, -5.89122, -3.15095], [-1.76198, 3.45653, -3.28972], [-5.33676, 1.20377, -3.24482], [-4.06856, 4.17298, 1.02096], [-1.54767, 3.93741, -1.18198], [-3.36072, 1.61191, -1.92974], [4.07930, -1.22558, 1.76728], [0.30181, 0.78735, 3.74628], [-3.60514, 2.85645, 0.76561], [-5.13824, -0.31503, -4.76660], [-5.30994, 3.32429, 2.91460], [-1.01485, 4.52076, 0.85665], [1.59020, 0.37605, 3.29242], [3.19620, -4.44499, 3.29912], [1.19216, 3.34102, 1.74897], [-3.74585, 4.99898, 0.38383], [3.85387, -1.71750, -2.50837], [-0.37234, -3.61913, -1.00940], [2.10563, -0.53667, 3.57754], [1.74376, -3.75814, -1.44843], [-5.95629, 3.49698, 3.76215], [0.40412, -4.16190, -1.56269], [-1.02349, -5.50260, -2.45561], [0.78548, -4.21135, 3.35110], [3.82510, -1.58868, -0.35918], [-2.38826, -2.20100, 0.40079], [-4.71032, 1.91330, -2.23079], [-0.33273, 0.25444, 4.46989], [-5.24257, 2.67019, -1.65295], [-1.68153, 0.26310, -2.26232], [4.38320, -1.37378, -1.63756], [4.49706, -1.09698, 0.78147], [2.06647, -3.32592, 1.46702], [3.08025, -5.97921, -3.69711], [2.33587, -5.47535, -3.07966], [0.69196, -6.69502, -3.82083], [2.71374, -4.44963, -2.19167], [0.40079, 6.42285, 0.10406], [-0.18528, -4.35366, 3.84092], [5.68967, -0.38658, 0.63561], [-0.32418, 5.35412, -4.02129], [-2.60665, 2.60720, -0.67726], [-0.16538, -3.60542, 1.55494], [-1.31616, 4.14843, -2.57118], [-0.89731, 4.75603, -0.20846], [5.57927, -0.66232, -1.75590], [4.11209, -4.81748, 3.74593], [6.19797, 0.00688, 1.52534], [1.11706, 2.42471, 2.34236], [5.99097, -0.49321, -2.75970], [-3.59715, 0.77348, 1.39476], [2.08727, 1.37831, 2.42555], [-3.99087, 1.77689, 1.60730], [-0.49347, 5.19785, -2.95752], [3.03949, 1.35365, 1.89090], [2.16631, -2.42658, -0.19824], [-0.08666, 5.79151, -0.64381], [-0.92496, 2.62139, 3.29246], [1.00462, -1.29218, -0.25136], [-0.32491, -1.27106, 1.50306], [-5.28391, 5.38603, 2.29263], [-5.10329, 1.20573, 3.32211], [3.24554, -3.76875, 2.06568], [-4.82458, 2.03459, 2.68237], [0.72023, 6.85974, -2.33262], [-4.91579, 4.38429, 2.09499], [1.92517, -5.18078, 4.91215], [-3.33671, -0.10910, -3.61931], [3.76581, -4.17976, -2.12834], [4.20564, -3.61538, 1.58952], [1.96594, -4.65953, 3.94549], [0.08636, 6.04135, -2.00823], [6.26619, -0.20156, -0.62811], [-6.36691, 1.43698, -3.49911], [0.02614, -5.21196, -2.40647], [-2.68097, 0.55854, -2.59589], [7.19429, 0.34970, -0.74101], [-0.00158, 2.04975, 3.15897], [-2.79216, -0.88184, -4.15528], [-4.64681, 0.22174, -3.96855], [0.83112, -3.64046, 2.07523]],
  "atomic_forces_ev_per_a": [[0.0, 0.6, 0.0], [0.1, 0.4, 0.1], [0.0, 0.0, -0.3], [0.3, -0.7, 0.0], [0.1, 0.4, -0.2], [-0.4, -0.3, -0.5], [-0.1, -0.1, 0.1], [-1.2, 1.5, 0.3], [-0.5, 0.6, 0.3], [0.0, 0.0, 0.0], [0.5, -0.1, -0.2], [0.0, 0.3, -0.4], [2.1, 1.1, -1.7], [-0.5, 0.0, -0.3], [0.1, -0.4, 0.3], [-0.2, -0.2, 0.2], [0.0, -0.1, -0.3], [0.3, -0.2, -0.2], [-0.1, 0.2, 0.0], [0.5, -0.3, -0.2], [-0.1, 0.1, 0.0], [-0.2, 0.0, -0.3], [0.3, 0.0, -0.1], [0.0, -0.3, 0.0], [0.4, -0.3, -0.1], [-0.3, 0.0, -0.2], [0.5, -0.4, 0.0], [0.4, 0.3, -0.5], [0.1, -0.2, -0.3], [-0.3, 0.1, -0.3], [0.3, 0.5, 1.3], [0.2, 0.4, -1.1], [-0.1, -0.1, -0.5], [-0.1, 0.1, 0.2], [-0.2, -0.1, 0.4], [0.2, 0.2, 0.2], [-0.5, -0.4, -0.6], [-0.1, -0.2, -0.3], [0.4, -0.1, -0.2], [0.4, -0.1, 0.1], [0.0, 0.1, 0.3], [0.8, -0.6, 0.4], [1.0, -0.1, 0.1], [0.0, -0.2, 1.0], [-0.4, -0.7, -0.5], [0.3, -0.2, -0.4], [-0.1, 0.0, 0.0], [-0.2, -0.2, -0.4], [-1.9, -0.1, 0.9], [-0.1, 0.0, 0.5], [-0.3, 0.4, 0.2], [0.3, -2.2, 1.1], [0.6, 0.5, -0.8], [-0.2, -0.1, -0.2], [-0.4, 0.0, 0.3], [-0.4, -0.1, -0.4], [-0.1, 0.2, 0.3], [0.5, -0.3, 0.0], [-0.9, 0.0, 1.0], [0.5, 0.9, -0.6], [0.0, -0.1, 0.0], [-0.1, 0.1, 0.0], [-0.5, -0.4, 1.2], [-0.1, -0.1, -0.2], [-0.1, -0.1, 0.1], [-0.2, 0.1, 0.2], [0.1, 0.3, -0.5], [0.2, 0.0, -0.1], [-0.1, 0.0, 0.0], [-0.1, 0.1, 0.0], [0.3, 0.3, 0.1], [0.0, -0.4, 0.0], [-0.9, 0.0, 0.0], [0.1, -0.1, 0.1], [0.4, 0.1, 0.3], [-0.3, 0.8, 0.6], [-0.1, -0.1, 0.0], [0.5, -0.1, -0.5], [-0.2, 0.0, 0.1], [0.2, 0.3, 0.7], [-0.1, -0.3, 0.3]]
}

***

No. 3
{
  "formula": "C41H36AuN3P3",
  "method": "wB97M-V/def2-TZVPD",
  "total_charge": 3,
  "orbital_gap_ev": [5.19, 5.18],
  "homo_ev": [-16.294, -16.284],
  "total_energy_ev": -79107.388,
  "e_above_lowest_kj_mol": 192.7,
  "e_lumo_ev": [-11.10, -11.10],
  "symbols": ["H", "N", "C", "C", "C", "C", "C", "C", "C", "C", "C", "C", "H", "C", "H", "H", "C", "H", "H", "C", "H", "C", "C", "H", "P", "C", "C", "C", "C", "C", "C", "H", "C", "C", "P", "H", "H", "C", "C", "C", "H", "H", "N", "C", "C", "H", "H", "H", "C", "H", "H", "H", "H", "H", "H", "H", "N", "H", "P", "H", "C", "C", "H", "C", "Au", "C", "H", "C", "C", "C", "C", "C", "H", "H", "C", "C", "C", "H", "H", "H", "H", "H", "H", "H"],
  "positions_angstrom": [[1.16002, -6.70873, -0.43683], [2.38904, -0.45783, 0.13614], [5.85848, -1.47846, -2.54329], [-4.12855, 0.11310, 2.66039], [-2.07033, -2.54241, -4.01199], [1.33587, -3.40376, 0.25245], [-1.21928, 4.31580, 0.27003], [0.91093, -0.27088, 2.52683], [1.41145, 2.78352, 2.23670], [0.70005, -1.36380, 5.06250], [3.52293, -1.02719, -2.31953], [1.31141, -5.65044, -0.60375], [-4.11630, -3.06071, -4.46218], [-1.74581, 3.82773, -2.03758], [-5.03205, -1.68878, -2.61791], [-4.58994, -0.26462, -0.84512], [1.73566, -2.95316, -1.00972], [0.62102, -1.79880, 6.04975], [-1.71982, 2.77792, 1.68929], [3.23515, 3.84553, 0.41489], [4.77005, 0.54061, -5.04323], [2.01905, -0.26937, 3.37855], [4.73827, -0.06954, -4.15115], [6.75924, -1.96202, -2.18916], [-2.76411, 0.60204, 0.25604], [-3.45150, -2.50334, -3.81614], [-0.30058, -0.81142, 2.95005], [2.66809, 2.60747, 0.16700], [5.89158, -0.68780, -3.68643], [-1.71267, 3.07869, 0.64552], [3.54483, -0.23842, -3.46661], [-0.19617, -1.83962, -3.25962], [2.89625, 4.54845, 1.56501], [1.14391, -4.75765, 0.45324], [2.03005, -1.21654, -1.33235], [-0.82609, 4.99618, 1.01346], [2.76216, -0.81251, 5.30743], [1.86009, -3.84403, -2.08472], [4.67540, -1.66648, -1.85035], [-3.96536, -1.73867, -2.79165], [-2.65264, 1.92146, -2.42800], [-1.76777, 4.13960, -3.07320], [-1.76558, -1.07476, -2.15142], [1.97859, 4.02448, 2.46797], [1.90834, -0.81826, 4.64325], [3.35831, -0.24347, 0.34848], [6.82348, -0.56141, -4.22080], [1.71874, 4.57779, 3.36047], [-5.17707, 0.33065, 3.53994], [2.95396, 0.17064, 3.05119], [-1.15033, -0.80692, 2.27832], [1.78792, -5.89640, -2.68411], [1.21344, -2.70680, 1.07145], [-6.96153, 1.44958, 3.93002], [-1.34105, -1.77393, 4.56351], [0.71189, 2.36389, 2.94883], [-3.58999, -0.18913, -0.98833], [-6.86429, 2.70829, 1.80497], [1.12846, 0.40536, 0.87235], [4.64515, -2.30190, -0.97284], [-1.23291, 4.68466, -1.07040], [-2.24200, 2.58490, -1.67617], [3.94736, 4.25977, -0.28581], [-2.24260, 2.22618, -0.32915], [-0.45216, -0.25243, -0.69162], [1.66609, -5.19608, -1.86892], [3.35088, 5.51127, 1.75703], [-4.07647, 0.83975, 1.47385], [-5.04836, 1.79612, 1.15981], [-6.15434, 1.26796, 3.23323], [-3.09337, -1.00919, -1.98232], [-0.40403, -1.35369, 4.22201], [-1.63104, -3.13260, -4.80255], [2.64214, 0.24008, -3.82733], [-6.09512, 1.98599, 2.04445], [1.77960, 2.06258, 1.09726], [-1.27166, -1.82512, -3.16059], [2.14069, -3.48000, -3.06693], [-0.84784, 5.65238, -1.36348], [0.86654, -5.12072, 1.43358], [-3.37022, -0.62293, 2.89662], [2.91711, 2.06762, -0.73917], [-5.23060, -0.22743, 4.46464], [-4.98818, 2.37207, 0.24394]],
  "atomic_forces_ev_per_a": [[0.0, 0.0, 0.0], [0.0, 0.3, -0.2], [0.1, -0.1, 0.1], [-0.1, -0.1, 0.0], [0.0, 0.1, 0.0], [0.1, 0.1, -0.1], [0.1, 0.0, 0.0], [-0.3, 0.1, -0.3], [0.0, 0.0, 0.0], [0.0, 0.0, 0.0], [-0.7, 0.2, -0.4], [0.0, 0.0, 0.1], [0.0, 0.0, 0.0], [0.1, 0.1, 0.0], [0.0, 0.1, 0.0], [0.0, 0.0, 0.0], [0.0, 0.2, -0.4], [0.0, 0.0, 0.0], [0.0, 0.1, 0.0], [0.0, 0.0, -0.1], [0.0, 0.0, 0.0], [0.0, 0.1, -0.1], [0.1, 0.0, 0.0], [0.0, 0.0, 0.0], [0.5, 0.4, -1.5], [0.0, 0.1, 0.1], [0.1, 0.0, 0.0], [-0.1, 0.0, 0.0], [-0.1, 0.0, 0.0], [-0.1, 0.0, -0.1], [0.0, 0.1, 0.0], [0.0, 0.0, 0.0], [0.0, 0.0, 0.0], [-0.1, 0.0, 0.0], [-0.7, 0.0, 1.4], [0.0, 0.0, 0.0], [0.0, 0.0, 0.0], [0.1, 0.1, 0.1], [-0.1, 0.0, 0.0], [0.0, 0.0, -0.1], [0.0, 0.0, 0.0], [0.0, 0.0, 0.0], [0.2, 0.1, 0.4], [0.0, 0.0, 0.0], [0.1, 0.0, 0.0], [0.0, -0.1, 0.2], [0.0, 0.0, 0.0], [0.0, 0.0, 0.0], [0.0, 0.0, 0.0], [0.0, 0.0, 0.1], [0.0, -0.1, 0.0], [0.0, 0.0, 0.0], [0.0, 0.0, 0.1], [0.0, 0.0, 0.0], [0.0, 0.0, 0.0], [0.0, 0.0, 0.0], [-0.2, -0.2, 0.2], [0.0, 0.0, 0.0], [0.8, -0.4, 0.5], [0.0, 0.0, 0.0], [0.0, 0.0, 0.0], [-0.1, -0.1, 0.1], [0.0, 0.0, 0.0], [-0.1, -0.1, 0.3], [0.0, -0.2, 0.1], [-0.1, -0.1, 0.0], [0.0, 0.0, 0.0], [0.7, -0.2, 0.2], [0.1, 0.0, -0.1], [0.1, 0.0, 0.0], [-0.1, 0.0, -0.1], [-0.1, 0.0, 0.0], [0.0, 0.0, 0.0], [0.0, 0.0, 0.0], [-0.1, 0.1, -0.1], [-0.5, -0.1, -0.3], [0.1, -0.2, -0.2], [0.1, -0.1, 0.0], [0.0, 0.0, 0.0], [0.0, 0.0, 0.0], [0.0, 0.0, 0.0], [0.1, 0.0, 0.0], [0.0, 0.0, 0.0], [0.0, 0.1, 0.0]]
}